The following is a DFT calculation (the ωB97M-V functional and the def2-TZVPD basis) of one molecule with the formula C5H10N2O4 at a distorted geometry.

XYZ file:
```
21
Properties=species:S:1:pos:R:3:forces:R:3:nbo_charge:R:1
O 1.667340 2.260727 0.788815 -0.4 -1.0 -0.2 -0.3692
H 0.154228 0.000337 -1.684170 0.0 -0.4 -1.3 0.2418
H 1.175328 -0.039998 2.423141 -0.3 -0.5 0.6 0.2397
C -1.362582 1.153486 -0.716075 -5.0 -1.6 1.8 -0.6449
C 0.849618 0.089466 0.373750 -2.7 -1.1 -1.7 0.1472
N 1.628808 1.311044 0.013950 0.5 0.4 -0.6 0.4855
O 2.010829 -1.265846 -1.156039 1.1 -0.5 -3.0 -0.3391
C -0.552093 -0.072938 -0.896667 2.4 0.6 3.6 -0.0908
H -0.208425 0.870463 1.954617 -0.9 0.0 0.5 0.2377
H -0.212949 -0.930367 1.786007 -2.4 -3.4 0.6 0.2286
H -1.988121 -1.313402 -1.460521 -1.1 -0.4 -0.2 0.2320
H -0.888708 2.007518 -0.907548 2.2 3.4 -1.3 0.2182
O 1.716437 -1.962517 0.802592 0.5 -2.8 2.4 -0.3781
C -1.343264 -1.343103 -0.602687 0.7 3.8 -3.1 -0.6297
C 0.282037 -0.073494 1.800859 4.5 4.8 -2.0 -0.6380
H -2.361315 1.151738 -1.343202 2.0 -0.2 1.0 0.2287
H -1.746179 1.367967 0.374251 0.6 -1.0 -1.8 0.2110
N 1.641835 -1.159875 -0.051610 -1.4 3.0 1.0 0.5377
H -0.815360 -2.187901 -0.684985 2.1 -3.3 0.2 0.2219
O 2.177276 1.293539 -1.083972 -0.6 0.3 1.0 -0.3521
H -1.824735 -1.156852 0.269494 -1.8 -0.1 2.6 0.2119
```
Forces are in eV/Å.

Calculated values
* energy above the lowest of the compared OMol25 structures with the same formula, charge and spin: 8.6770 eV
* total energy: -606.710639 a.u.
* M: 162.1 u
* largest force on an atom: 6.871 eV Å⁻¹
* SMILES: CC(C)C(C)([N+](=O)[O-])[N+](=O)[O-]

The following is a DFT calculation (the ωB97M-V functional and the def2-TZVPD basis) of one molecule with the formula C5H10N2O9 at a distorted geometry.

XYZ file:
```
26
Properties=species:S:1:pos:R:3:forces:R:3:nbo_charge:R:1
O -3.361808 4.082688 4.475521 2.3 0.0 -0.8 -0.4753
C -5.210294 1.642326 6.610709 0.2 -0.3 0.1 -0.6361
C -4.789899 2.974158 5.978764 0.2 -1.0 -0.7 0.2676
O -1.677615 4.868641 3.038528 0.4 -0.7 1.7 -0.2399
H -2.600918 2.996618 6.036121 -0.3 -0.1 -0.3 0.2052
H -5.641442 4.145467 7.556836 0.0 0.1 0.1 0.2236
C -4.693182 4.066632 7.031903 0.0 0.0 -0.4 -0.6363
O -2.081725 0.927624 2.366524 -1.2 -0.6 0.9 -0.0181
O 0.911139 0.756199 1.163406 -2.8 -1.6 -0.1 -0.2837
O -1.313972 1.210732 1.262110 -0.2 0.6 0.6 -0.1156
H -4.475589 1.267647 7.341550 -0.1 0.2 -0.2 0.2120
O -0.520887 -0.929949 0.839628 0.6 2.8 0.9 -0.2792
O -1.104517 4.219676 5.097177 -0.1 0.4 -2.1 -0.2920
H -6.159664 1.765469 7.148145 0.2 0.1 -0.2 0.2298
H -5.380108 3.878243 4.396601 0.1 0.8 -0.7 0.4792
H -2.693640 0.907207 5.061450 -0.2 -0.4 0.0 0.1964
N -1.780343 4.398128 4.123619 -2.0 0.8 0.8 0.7361
H -3.895864 3.825860 7.741615 -0.1 0.1 0.0 0.2120
N -0.187479 0.208678 1.116382 2.1 -0.5 -0.3 0.6753
H -4.465912 5.010448 6.531962 0.0 0.0 0.2 0.2261
C -3.365122 2.901653 5.245679 -0.8 1.1 1.5 0.0231
O -5.795126 3.251940 4.973868 0.4 -0.7 1.2 -0.7214
O -2.115361 2.049699 3.421421 0.8 -0.7 -0.8 -0.2975
C -3.109858 1.677553 4.421898 0.5 -0.5 -1.4 -0.1227
H -4.030215 1.383389 3.928427 -0.1 -0.3 -0.2 0.2109
H -5.369737 0.856216 5.858476 0.1 0.3 0.1 0.2204
```
Forces are in eV/Å.

Calculated values
* energy above the lowest of the compared OMol25 structures with the same formula, charge and spin: 1.8070 eV
* total energy: -982.682469 a.u.
* M: 242.1 u
* largest force on an atom: 3.257 eV Å⁻¹
* SMILES: CC(C)(O)[C@@H](COOO[N+](=O)[O-])O[N+](=O)[O-]

The following is a DFT calculation (the ωB97M-V functional and the def2-TZVPD basis) of one molecule with the formula C5H10N2S at a distorted geometry.

XYZ file:
```
18
Properties=species:S:1:pos:R:3:forces:R:3:nbo_charge:R:1
S -0.703196 1.461631 2.345167 0.3 -0.8 0.1 -0.0035
C 0.451491 1.338526 -1.835083 -0.2 -0.6 -0.6 -0.6215
H -0.122616 2.022749 1.311518 0.0 0.8 -0.5 0.1076
H -0.177123 2.092661 -2.345129 0.0 -0.5 0.5 0.2200
N 0.318862 -0.718669 -0.257177 1.5 0.9 1.6 -0.4530
N -0.260913 -2.199598 1.473237 -0.4 -0.3 -0.8 -0.6554
C 0.121569 -1.026155 1.165948 -0.7 -0.4 -2.9 0.4338
C -0.559195 -1.033637 -1.365284 0.8 -0.2 0.5 -0.2440
H 0.289625 -0.561243 3.146479 0.6 0.8 -0.6 0.2597
H 1.440088 0.408648 2.085463 0.7 0.1 0.1 0.2360
H -1.114790 0.815320 -0.398484 -0.8 0.4 0.4 0.2014
H -0.048708 -1.404330 -2.260319 -0.2 0.1 0.3 0.2045
H -1.440155 -1.543649 -1.063569 -1.0 -0.2 -0.1 0.1967
H 1.020784 0.833279 -2.641735 -0.3 0.1 0.6 0.2157
C 0.449441 0.032561 2.206232 -1.5 -1.7 0.8 -0.5760
C -0.314526 0.375212 -0.936357 -0.2 0.0 -1.3 -0.0723
H -0.489500 -2.748414 0.580011 0.6 0.9 1.6 0.3394
H 1.138861 1.855107 -1.210917 0.8 0.7 0.4 0.2108
```
Forces are in eV/Å.

Calculated values
* energy above the lowest of the compared OMol25 structures with the same formula, charge and spin: 2.0693 eV
* total energy: -704.147759 a.u.
* M: 130.2 u
* largest force on an atom: 3.030 eV Å⁻¹
* SMILES: [H]/N=C(/CS)N1C[C@@H]1C

The following is a DFT calculation (the ωB97M-V functional and the def2-TZVPD basis) of one molecule with the formula C5H10N2S at a distorted geometry.

XYZ file:
```
18
Properties=species:S:1:pos:R:3:forces:R:3:nbo_charge:R:1
C -1.354309 -2.504417 0.301198 -0.2 0.9 -0.1 -0.1052
C 1.099738 -1.095346 0.348169 1.4 2.0 0.2 -0.0427
H -1.531440 2.039476 0.252879 0.0 -1.6 -1.0 0.2329
C 3.175600 0.769743 0.043916 -0.6 -1.9 0.1 -0.7299
H -1.738876 -1.059560 -1.202077 -0.5 -0.8 -1.5 0.3682
H -1.589630 -3.181756 -0.476978 -0.6 -1.5 -0.9 0.1013
H 2.276604 1.129393 0.644422 1.7 0.5 -1.1 0.2767
H 4.194574 0.851212 0.413673 -0.3 0.3 0.9 0.2238
C -1.628229 1.065696 -0.355380 3.4 1.5 -1.1 -0.6201
S 2.810980 -1.083136 0.192853 1.2 0.9 -0.3 0.2363
N 0.435273 -0.005630 0.366587 0.0 -1.3 0.0 -0.5084
H -1.496423 -0.063397 1.374266 1.2 -0.6 -0.3 0.2027
N -1.507052 -1.344619 -0.280211 1.5 1.0 2.2 -0.5563
H -0.997715 1.181843 -1.366174 -1.5 0.1 2.0 0.2028
H -2.644172 0.885151 -0.580043 -1.2 -0.2 -0.2 0.2080
H 3.328316 1.006695 -1.024514 -1.1 0.2 0.5 0.2258
H 0.831710 -2.111637 0.501797 -1.1 -0.7 0.0 0.2154
C -0.982996 -0.129398 0.378932 -3.0 1.2 0.7 0.0686
```
Forces are in eV/Å.

Calculated values
* energy above the lowest of the compared OMol25 structures with the same formula, charge and spin: 4.0819 eV
* total energy: -704.073798 a.u.
* M: 130.2 u
* largest force on an atom: 3.884 eV Å⁻¹

The following is a DFT calculation (the ωB97M-V functional and the def2-TZVPD basis) of one molecule with the formula C5H10N2S at a distorted geometry.

XYZ file:
```
18
Properties=species:S:1:pos:R:3:forces:R:3:nbo_charge:R:1
S -1.515161 0.090618 1.951328 0.7 -2.6 -2.9 -0.0444
C 0.774938 1.108504 0.623162 3.5 3.9 2.8 -0.0508
H -1.337821 -1.264722 1.305830 -0.6 2.2 1.6 0.1584
C 0.358367 0.353048 -0.510054 -2.0 1.2 -2.7 0.0254
H 1.222938 -0.768536 1.421584 0.9 3.4 0.8 0.3577
H 1.608787 -1.339363 -0.649606 1.1 -1.2 -0.2 0.2323
C 0.604395 -1.054112 -0.718075 -3.4 -0.9 -0.2 -0.1923
N -0.008536 1.006510 -1.804734 -2.0 -1.1 -0.4 -0.7751
H -1.087865 1.687004 -0.064344 -0.7 -1.4 1.8 0.2130
C -0.653566 0.799689 0.501944 -2.1 2.7 1.0 -0.4099
N 1.516536 0.318789 1.565441 -1.0 -2.8 2.5 -0.8276
H 1.215231 2.288852 0.749798 -1.4 -3.3 -1.1 0.2046
H -0.426180 -2.905724 -1.276188 -0.3 2.3 0.8 0.2176
H 1.181288 0.555484 2.598964 0.8 -0.7 -2.9 0.3729
H -1.576998 -1.368964 -1.027381 1.3 -0.2 0.3 0.2161
H -0.495519 1.933480 -1.625332 1.1 -1.4 -0.3 0.3500
C -0.532605 -1.775876 -0.961678 1.8 -2.4 -0.9 -0.4016
H -0.848229 0.335319 -2.080658 2.2 2.1 0.1 0.3534
```
Forces are in eV/Å.

Calculated values
* energy above the lowest of the compared OMol25 structures with the same formula, charge and spin: 4.9431 eV
* total energy: -704.042149 a.u.
* M: 130.2 u
* largest force on an atom: 5.992 eV Å⁻¹
* SMILES: C=C[C@]1(N)[C@H](N)[C@@H]1S

The following is a DFT calculation (the ωB97M-V functional and the def2-TZVPD basis) of C5H10N2S as an isolated structure at a distorted geometry.

XYZ file:
```
18
Properties=species:S:1:pos:R:3:forces:R:3:nbo_charge:R:1
C 0.307008 0.997520 -0.898186 -1.7 -3.2 2.7 0.1641
H -2.032336 0.406000 0.344566 -0.7 -0.3 -1.3 0.1780
N 0.649674 -1.973843 1.587385 -2.0 0.8 -0.4 -0.7451
C 0.746508 -0.128714 -0.009555 3.0 -1.8 0.6 -0.3513
C 0.048112 -0.919490 0.853191 0.4 0.2 0.4 0.0436
C 1.213520 1.861280 -1.484378 5.2 4.8 -2.0 -0.6025
H 1.259518 2.895204 -0.529939 0.4 -2.9 -3.4 0.2304
H 1.952274 -0.471164 0.055593 -3.2 1.3 -0.7 0.1870
C -1.944763 0.439726 -0.787514 -2.5 1.3 0.1 -0.4412
N -0.891918 1.315658 -1.076817 -0.4 0.4 -1.4 -0.4462
H -1.654220 -0.612879 -1.237485 -1.5 1.8 0.8 0.2129
H 2.347490 1.325933 -1.658768 -3.1 1.9 0.6 0.2200
H 1.607958 -1.960440 1.395485 1.8 -0.6 0.3 0.3827
H -2.929235 1.176521 -1.245372 2.3 -3.4 1.3 0.2106
S 0.141876 -2.394946 3.175501 1.0 1.6 -0.1 0.1917
H 0.764894 2.279054 -2.587702 1.5 -0.9 3.5 0.2621
H -0.602592 -3.446686 2.972309 -0.5 -1.0 -0.7 0.0967
H -0.983768 -0.788737 1.131687 0.0 -0.1 -0.2 0.2066
```
Forces are in eV/Å.

Calculated values
* energy above the lowest of the compared OMol25 structures with the same formula, charge and spin: 5.7692 eV
* total energy: -704.011789 a.u.
* M: 130.2 u
* largest force on an atom: 7.388 eV Å⁻¹

The following is a DFT calculation (the ωB97M-V functional and the def2-TZVPD basis) of one molecule with the formula C5H10N2S at a distorted geometry.

XYZ file:
```
18
Properties=species:S:1:pos:R:3:forces:R:3:nbo_charge:R:1
C 0.216113 -0.188965 1.339601 0.8 0.0 0.3 -0.5871
H 0.520071 3.093095 0.163276 -1.1 -1.2 0.4 0.2419
H -0.590744 1.798630 -0.515898 -0.3 0.5 0.5 0.2659
H 0.948577 -1.015041 1.294929 -0.4 0.2 0.0 0.2570
C -1.138397 -0.555153 0.801538 -0.6 -0.4 0.7 0.0475
H -0.797177 2.321398 1.274755 0.5 -0.1 -1.2 0.2243
C 0.848156 1.029462 0.692294 0.5 0.2 -0.1 -0.0019
C -0.092513 2.158658 0.405874 0.7 0.9 0.1 -0.7181
H 0.790740 -1.711834 -2.440951 -0.2 0.2 0.4 0.2137
C 0.460969 -1.544180 -1.400032 1.9 -1.0 0.2 -0.4393
H -1.140188 -0.713973 -2.265299 0.1 0.1 0.3 0.3675
H 0.200305 -2.520363 -0.991950 -0.3 -0.3 0.0 0.1790
N -1.606830 -0.707527 -0.362612 1.9 -0.2 -1.5 -0.2177
N -0.620008 -0.628121 -1.397960 -1.9 1.3 -0.3 -0.4985
H 1.366431 -1.230846 -0.824908 -0.7 0.1 -0.5 0.1978
H 0.122829 0.078456 2.424743 -0.1 -0.3 -0.8 0.2537
S 2.432683 1.116024 0.314971 -0.6 -0.2 0.3 0.0226
H -1.921016 -0.779720 1.487629 -0.4 0.3 1.1 0.1916
```
Forces are in eV/Å.

Calculated values
* energy above the lowest of the compared OMol25 structures with the same formula, charge and spin: 2.4865 eV
* total energy: -704.132426 a.u.
* M: 130.2 u
* largest force on an atom: 2.468 eV Å⁻¹
* SMILES: CN/N=C\CC(C)=S

The following is a DFT calculation (the ωB97M-V functional and the def2-TZVPD basis) of one molecule with the formula C5H10N2S at a distorted geometry.

XYZ file:
```
18
Properties=species:S:1:pos:R:3:forces:R:3:nbo_charge:R:1
C -0.746762 -0.803143 0.904170 -2.4 -1.9 -0.1 -0.5397
H 2.833127 0.364759 -0.269604 0.5 -1.2 0.4 0.2180
C -1.279693 0.977249 -0.803593 -1.3 1.0 -0.2 -0.4072
H 2.048885 -1.185900 0.434325 0.0 0.2 -0.3 0.2162
N 0.915711 0.661888 -0.000178 -0.4 -1.0 0.2 -0.4766
H 2.503546 2.057354 0.282203 -3.2 0.2 -1.7 0.1679
C -0.499785 0.286031 -0.017474 3.2 0.3 -0.7 0.1514
C 1.993887 -0.342945 -0.255986 -1.2 1.8 -3.7 -0.4085
H -0.358797 2.734179 -0.504407 0.9 1.2 0.6 0.3201
H 0.020587 -0.879754 1.597148 1.4 -0.1 1.3 0.2276
H -0.107271 -2.965455 -0.547901 -1.8 1.1 1.6 0.1391
N 0.606382 3.050211 -0.361641 1.9 -2.2 0.7 -0.6915
H 1.884729 -0.594694 -1.470643 0.3 -0.2 3.3 0.1933
H -1.677462 -0.700296 1.469178 0.1 0.6 0.1 0.2472
H -0.792418 1.844382 -1.277636 -1.3 -1.7 -1.0 0.2047
C 1.322612 1.970366 -0.132898 1.0 2.5 1.5 0.2832
S -1.211969 -2.503548 0.337093 2.0 -0.7 -1.8 -0.0635
H -2.359634 0.872154 -0.738727 0.2 0.0 -0.4 0.2185
```
Forces are in eV/Å.

Calculated values
* energy above the lowest of the compared OMol25 structures with the same formula, charge and spin: 3.7998 eV
* total energy: -704.084164 a.u.
* M: 130.2 u
* largest force on an atom: 4.229 eV Å⁻¹
* SMILES: [H]/N=C\N(C)C(=C)CS

The following is a DFT calculation (the ωB97M-V functional and the def2-TZVPD basis) of one molecule with the formula C5H10N2S at a distorted geometry.

XYZ file:
```
18
Properties=species:S:1:pos:R:3:forces:R:3:nbo_charge:R:1
C 1.859275 -1.848191 -0.348741 0.1 -2.8 -0.3 -0.6618
H 3.583745 -0.350600 -0.530062 -3.2 0.0 1.0 0.2087
H 2.791996 -2.560534 -0.897716 -3.3 1.7 1.7 0.2244
H -0.009475 -1.022828 1.519032 0.7 -0.6 0.5 0.1725
N 0.207419 0.452776 0.019861 -2.4 -1.9 1.0 -0.5100
N -1.769259 -0.700517 0.569586 -0.7 -0.5 -0.1 -0.7641
H 1.892179 2.272299 1.141527 0.2 -0.1 0.5 0.2126
C -0.411638 -0.458495 0.713619 -0.1 2.3 -1.8 0.3040
H 1.517874 -2.350906 0.794152 1.1 1.1 -3.7 0.1976
H 1.563456 2.701331 -0.436943 0.5 -0.3 -0.5 0.2235
C 2.104488 1.933736 0.130486 -0.8 0.8 0.5 -0.6307
H -2.140304 -1.578785 1.040806 0.4 2.0 -1.0 0.4142
H 3.166094 1.876103 0.011684 0.6 0.5 -0.4 0.2186
C 2.404037 -0.486997 -0.242613 2.0 1.7 -0.2 -0.2988
S -2.791703 0.388293 -0.333415 0.4 -1.6 -1.1 0.1813
H -2.778569 -0.106257 -1.722193 0.3 0.5 2.3 0.1218
H 0.893574 -1.661588 -1.047190 2.0 -1.4 1.5 0.2300
C 1.563766 0.577159 -0.030183 2.2 -1.4 0.1 0.1562
```
Forces are in eV/Å.

Calculated values
* energy above the lowest of the compared OMol25 structures with the same formula, charge and spin: 3.7488 eV
* total energy: -704.086038 a.u.
* M: 130.2 u
* largest force on an atom: 4.093 eV Å⁻¹
* SMILES: C/C=C(C)\N=C\NS

The following is a DFT calculation (the ωB97M-V functional and the def2-TZVPD basis) of one molecule with the formula C5H10N2Si at a distorted geometry.

XYZ file:
```
18
Properties=species:S:1:pos:R:3:forces:R:3:nbo_charge:R:1
C 1.396556 0.762695 -0.187438 0.0 0.0 0.1 0.1509
H -1.039672 1.463601 2.313389 0.0 0.2 0.2 -0.1712
N 2.108520 0.850554 -1.277354 0.2 0.5 -0.1 -0.4556
H -2.546218 -0.413449 2.113542 -0.2 -0.1 0.2 -0.1701
N 0.922692 -0.489851 0.019975 0.2 0.2 -0.4 -0.3575
H -3.054710 1.235278 -0.333137 -0.1 0.0 0.1 0.2438
H 2.623095 -0.609518 -2.727712 0.1 -0.1 -0.2 0.2060
H -0.292745 -1.926546 0.857972 -0.1 0.0 0.0 0.2217
C 0.107213 -0.944544 1.102397 -1.9 1.3 1.1 -0.5357
H -1.808607 0.224016 -1.039109 0.1 -0.2 0.0 0.2490
H 1.212972 1.571785 0.490015 -0.1 0.2 0.3 0.1922
C -1.999633 0.979085 -0.279371 0.0 0.0 0.5 -1.0925
H 0.694651 -1.025114 2.018736 0.0 -0.1 0.0 0.2133
H 1.141988 -2.283873 -1.116373 0.0 -0.1 0.0 0.2130
C 2.104052 -0.396720 -1.815568 -0.1 -0.2 0.0 -0.0990
C 1.375027 -1.240837 -1.027271 0.1 -0.2 -0.3 -0.1090
H -1.435040 1.864998 -0.563544 0.1 0.0 0.0 0.2512
Si -1.510141 0.378440 1.450852 1.8 -1.5 -1.5 1.0497
```
Forces are in eV/Å.

Calculated values
* energy above the lowest of the compared OMol25 structures with the same formula, charge and spin: 1.2886 eV
* total energy: -595.502435 a.u.
* M: 126.2 u
* largest force on an atom: 2.822 eV Å⁻¹
* SMILES: C[SiH2]Cn1ccnc1

no.,HOMO energy (eV),HOMO-LUMO gap (eV),LUMO (eV)
1,-10.745,10.35,-0.4
2,-10.653,9.67,-1.0
3,-9.149,9.89,0.7
4,-8.547,9.40,0.9
5,-8.785,9.44,0.7
6,-8.420,9.02,0.6
7,-8.549,8.53,0.0
8,-8.848,9.39,0.5
9,-7.785,8.41,0.6
10,-8.650,9.49,0.8